13
Properties=species:S:1:pos:R:3:nbo_charge:R:1 method="wB97M-V/def2-TZVPD" homo_lumo_gap_ev=9.781 smiles="C=C(I)[C@H](C)O" homo_ev=-9.41 charge=0
C 1.461 1.064 -1.102 -0.4970
C 0.259 0.792 -0.643 -0.0894
C -0.249 -1.444 0.526 -0.6466
C -0.135 0.060 0.882 0.1245
O -1.393 0.491 1.269 -0.7371
I -1.448 0.904 -2.015 0.0538
H 1.497 1.441 -2.088 0.2270
H 2.256 1.041 -0.332 0.2239
H -0.938 -1.824 1.397 0.2273
H -0.743 -1.744 -0.394 0.2248
H 0.791 -1.800 0.487 0.2096
H 0.675 0.315 1.436 0.1860
H -2.033 0.705 0.578 0.4932


8
Properties=species:S:1:pos:R:3:nbo_charge:R:1 method="wB97M-V/def2-TZVPD" homo_lumo_gap_ev="6.691 / 6.587" homo_ev="-14.31 / -14.30" charge=+1
C -0.966 -0.926 1.132 -0.1303
P 0.495 0.751 -0.719 0.5131
Br -0.189 1.830 -2.533 -0.0020
Br 1.968 2.102 0.220 -0.0169
Br 1.621 -1.029 -1.404 -0.0691
H -0.226 -1.747 0.907 0.2391
H -2.013 -0.952 0.683 0.2403
H -0.690 -0.028 1.714 0.2258


What did the first record say?
13
Properties=species:S:1:pos:R:3:nbo_charge:R:1 method="wB97M-V/def2-TZVPD" homo_lumo_gap_ev=9.781 smiles="C=C(I)[C@H](C)O" homo_ev=-9.41 charge=0
C 1.461 1.064 -1.102 -0.4970
C 0.259 0.792 -0.643 -0.0894
C -0.249 -1.444 0.526 -0.6466
C -0.135 0.060 0.882 0.1245
O -1.393 0.491 1.269 -0.7371
I -1.448 0.904 -2.015 0.0538
H 1.497 1.441 -2.088 0.2270
H 2.256 1.041 -0.332 0.2239
H -0.938 -1.824 1.397 0.2273
H -0.743 -1.744 -0.394 0.2248
H 0.791 -1.800 0.487 0.2096
H 0.675 0.315 1.436 0.1860
H -2.033 0.705 0.578 0.4932